(1)
Computed, not measured: a 2-piece molecular cluster, C4H3Br overall, with ωB97M-V/def2-TZVPD.

Values from the calculation:
- SMILES = C#CC#C.Br
- highest occupied orbital energy (eV) = -10.24
- energy above the lowest of the compared OMol25 structures with the same formula, charge and spin (kJ/mol) = 172.9
- 2S+1 = 1
- gap between HOMO and LUMO (eV) = 10.69

Last column: natural (NBO) charge in e.
Atoms and positions in Å:
C -2.904 0.668 -0.155  -0.0555
C -1.867 -0.450 0.263  -0.0445
C -3.603 1.569 -0.565  -0.1835
C -0.958 -1.238 0.385  -0.2006
Br 7.396 0.194 -0.039  -0.2225
H -4.249 2.356 -0.813  0.2379
H 6.522 -1.027 0.284  0.2225
H -0.337 -2.074 0.640  0.2462


(2)
Computed, not measured: a 2-piece molecular cluster, C4H3Br2NO overall, with ωB97M-V/def2-TZVPD.

Values from the calculation:
- highest occupied orbital energy (alpha / beta) (eV) = -9.28 / -9.59
- energy above the lowest of the compared OMol25 structures with the same formula, charge and spin (kJ/mol) = 242.2
- 2S+1 = 1
- gap between HOMO and LUMO (alpha / beta) (eV) = 7.55 / 7.52

Last column: natural (NBO) charge in e.
Atoms and positions in Å:
C 0.966 1.463 -1.640  0.1862
C 1.335 -0.079 1.678  0.2656
C 0.119 0.534 -1.225  -0.3894
C 2.062 -0.305 0.464  -0.3338
N 1.887 2.044 -2.096  -0.2660
O 1.266 0.961 2.296  -0.4973
Br 2.242 -2.102 -0.089  0.1486
Br 3.313 1.004 0.078  0.2838
H 0.724 -1.022 2.055  0.1310
H 0.092 -0.376 -1.760  0.2342
H -0.669 0.717 -0.515  0.2369


(3)
Computed, not measured: a 2-piece molecular cluster, C4H3Br2NO2S overall, with ωB97M-V/def2-TZVPD.

Values from the calculation:
- SMILES = O=[N+]([O-])c1ccc(Br)s1.Br
- highest occupied orbital energy (eV) = -9.59
- energy above the lowest of the compared OMol25 structures with the same formula, charge and spin (kJ/mol) = 67.4
- 2S+1 = 1
- gap between HOMO and LUMO (eV) = 8.70

Last column: natural (NBO) charge in e.
Atoms and positions in Å:
C 0.166 0.192 1.583  -0.2976
C -0.639 -0.706 0.868  -0.1870
C 0.134 1.462 1.163  -0.2820
C -1.276 0.027 -0.130  -0.1721
N -1.963 -0.645 -1.203  0.5115
O -2.432 -1.738 -1.072  -0.3489
O -2.090 0.010 -2.243  -0.4012
S -0.938 1.696 -0.200  0.5438
Br 1.080 2.924 1.802  0.1452
Br 4.069 -0.121 -2.044  -0.2064
H 0.819 0.091 2.344  0.2312
H -0.496 -1.721 1.135  0.2570
H 3.566 -1.470 -2.002  0.2066


(4)
Computed, not measured: an isolated ion of composition C4H3BrN and charge +1, with ωB97M-V/def2-TZVPD.

Values from the calculation:
- highest occupied orbital energy (alpha / beta) (eV) = -14.84 / -13.70
- energy above the lowest of the compared OMol25 structures with the same formula, charge and spin (kJ/mol) = 285.7
- 2S+1 = 1
- net charge = +1
- gap between HOMO and LUMO (alpha / beta) (eV) = 7.98 / 6.39

Last column: natural (NBO) charge in e.
Atoms and positions in Å:
C 0.412 -0.796 0.006  -0.0652
C -0.970 -0.472 -0.217  -0.3589
C 1.433 0.149 0.267  -0.1101
C -1.424 0.783 -0.115  0.1441
N 1.201 1.395 0.227  -0.0877
Br -1.962 2.351 -0.347  0.6534
H 0.704 -1.830 -0.120  0.2514
H -1.708 -1.241 -0.062  0.3282
H 2.314 -0.339 0.360  0.2448


(5)
Computed, not measured: C4H3CaO4 as an isolated structure, with ωB97M-V/def2-TZVPD.

Values from the calculation:
- highest occupied orbital energy (eV) = -11.93
- 2S+1 = 1
- net charge = +1
- gap between HOMO and LUMO (eV) = 4.99

Last column: natural (NBO) charge in e.
Atoms and positions in Å:
C 0.987 -1.649 1.124  -0.3758
C 1.047 -0.779 0.102  0.1219
H 1.834 -2.321 1.258  0.2588
O -0.123 -0.113 -0.258  -0.5979
C 0.018 0.358 -1.541  0.4509
O -0.218 1.586 -1.573  -0.9663
Ca -0.250 3.061 -3.084  1.8657
O -0.918 -0.734 2.313  -0.6718
C -0.039 -1.733 2.184  0.7412
O -0.147 -2.705 2.906  -0.5307
H -1.022 -0.243 1.479  0.4953
H 1.511 -0.556 -1.064  0.2088


(6)
Computed, not measured: C4H3CeFO5 as an isolated structure, with ωB97M-V/def2-TZVPD.

Values from the calculation:
- highest occupied orbital energy (alpha / beta) (eV) = -13.55 / -13.54
- 2S+1 = 2
- net charge = +1
- gap between HOMO and LUMO (alpha / beta) (eV) = 7.62 / 7.65

Last column: Löwdin charge in e.
Atoms and positions in Å:
C 1.126 0.071 0.477  -0.3038
C 0.176 1.132 1.026  -0.0985
F 1.907 -0.400 1.502  0.0866
H 1.773 0.418 -0.339  0.1920
H -0.507 0.657 1.746  0.1453
H 0.781 1.873 1.561  0.1602
O -0.532 1.830 0.023  -0.0329
C -1.603 1.242 -0.646  -0.5363
O -2.243 2.029 -1.318  0.0756
O -0.711 -2.667 -0.753  -0.1558
Ce -2.117 -1.088 -0.731  1.9686
O 1.203 -2.051 -1.740  0.1930
O 0.333 -0.957 0.013  -0.0541
C 0.414 -2.090 -0.821  -0.6397


(7)
Computed, not measured: a 2-piece molecular cluster, C4H3Cl3N3O2 overall, with ωB97M-V/def2-TZVPD.

Values from the calculation:
- highest occupied orbital energy (eV) = -14.63
- energy above the lowest of the compared OMol25 structures with the same formula, charge and spin (kJ/mol) = 77.8
- 2S+1 = 1
- net charge = +1
- gap between HOMO and LUMO (eV) = 10.16

Last column: natural (NBO) charge in e.
Atoms and positions in Å:
C -0.860 -0.760 -0.039  0.2107
C -0.033 0.969 1.326  0.4470
C 3.278 -0.573 -2.375  1.0536
C -1.922 -0.908 1.025  0.3280
N -1.041 -1.835 0.935  -0.5063
N 0.196 0.190 0.244  -0.6365
N -1.023 0.709 2.100  -0.6957
O 4.167 -0.895 -2.972  -0.4337
O 2.361 -0.205 -1.748  -0.6072
Cl -1.101 -1.085 -1.705  0.1224
Cl 1.133 2.261 1.437  0.0794
Cl -3.535 -0.806 1.197  0.2653
H -0.708 -2.628 1.456  0.4596
H 1.007 0.265 -0.415  0.4860
H -1.144 1.633 2.669  0.4274


(8)
Computed, not measured: one molecule with the formula C4H3ClFNO, with ωB97M-V/def2-TZVPD.

Values from the calculation:
- SMILES = N#CC(=O)[C@H](Cl)CF
- highest occupied orbital energy (eV) = -11.48
- energy above the lowest of the compared OMol25 structures with the same formula, charge and spin (kJ/mol) = 60.6
- 2S+1 = 1
- gap between HOMO and LUMO (eV) = 10.40

Last column: natural (NBO) charge in e.
Atoms and positions in Å:
C 0.568 -0.906 0.745  0.0345
C 0.740 0.177 -0.275  -0.2865
C -0.452 1.140 -0.170  0.4924
C -1.772 0.531 -0.488  0.1379
H -0.383 -1.379 0.535  0.1794
H 0.445 -0.486 1.741  0.1803
H 1.642 0.773 -0.193  0.2541
N -2.816 0.172 -0.814  -0.2100
O -0.315 2.296 0.101  -0.4193
F 1.587 -1.790 0.782  -0.3294
Cl 0.755 -0.527 -1.964  -0.0334


Which max |F| belongs to each record? In order, 4.536 4.025 3.542 3.643 4.237 6.174 3.785 1.052 eV/A.